This record from the Open Molecules 2025 dataset describes a 11-piece molecular cluster, C15H13BCl40N2O4PS overall. The level of theory is ωB97M-V/def2-TZVPD.

Output
Gap between HOMO and LUMO   6.2 eV

ORCA input file:
```
! wB97M-V def2-TZVPD RIJCOSX def2/J DEFGRID3
* xyz -1 1
Cl -3.60832 -2.41869 1.85108
Cl 7.65412 6.99663 -2.57034
Cl 3.89872 -4.98551 -3.00968
Cl -4.95828 -0.94397 8.06499
Cl -3.72339 1.07614 9.70593
Cl 0.88918 -0.25372 -3.64075
Cl 7.30410 1.23126 -6.71377
Cl -1.16437 -2.22913 -9.80348
Cl -5.54277 1.84129 7.59969
Cl -5.60851 -3.90600 0.38606
Cl 9.19801 0.02881 -4.89670
Cl -9.02300 0.19627 -8.98728
Cl 0.60812 -3.66862 9.10460
Cl -7.77521 2.74794 -9.48445
Cl 3.54382 -3.89013 -5.65597
Cl 6.31714 4.44429 -2.61793
Cl -7.71325 0.69390 -11.50811
Cl -1.40128 0.56513 -2.13062
Cl 3.65507 -2.14011 -3.36760
Cl -3.08609 -1.51776 -7.77378
Cl -6.14511 0.39866 -9.11228
Cl 9.08820 4.59638 -1.85556
Cl -0.26097 -3.29388 11.82563
Cl -1.44626 -5.36331 10.20399
Cl 6.07381 -1.32759 -1.17363
Cl -2.94484 0.79693 6.92922
Cl 6.13346 -0.01675 1.39240
Cl 6.47229 -0.91322 -4.98622
Cl -2.01665 -2.59278 9.64880
Cl 3.61446 -0.38922 0.03387
Cl 5.53843 1.50221 -0.98548
Cl 7.04828 5.63464 -0.10009
Cl -1.20090 0.44148 -8.71459
Cl 7.07666 1.69052 -3.87645
Cl -1.74146 -0.48032 -4.80904
Cl -0.55568 2.12186 -4.41024
Cl -3.34657 -0.44200 -10.42891
Cl -5.77267 -1.03468 0.53200
Cl -3.66679 -2.28256 -1.00830
Cl 1.36215 -3.85191 -3.76988
S 0.09900 3.80639 1.94500
P 0.97620 2.01319 2.03354
O 0.48655 -1.15775 -0.32943
O -1.75319 1.18913 0.63842
O 0.13779 -0.86434 1.73800
O -1.47254 -1.67720 4.09166
N -0.01095 0.15116 3.96168
N 0.99466 -0.84476 0.68980
C 0.60542 -1.89586 5.21308
C 3.10647 -3.71313 -3.94915
C 7.52651 5.42075 -1.78194
C -0.71007 0.49007 -3.73342
C -2.96579 1.82179 0.31535
C -7.66153 1.00843 -9.76705
C -4.28809 0.69151 8.07240
C 5.32645 -0.06266 -0.18299
C -1.69978 0.86391 2.04009
C -0.53651 1.17909 4.86989
C -0.77905 -3.72581 10.18881
C 7.50803 0.50712 -5.11039
C -4.65808 -2.40568 0.44795
C -0.40477 -1.14968 4.36354
C -2.19533 -0.93602 -9.18225
B -0.20631 0.44609 2.45569
H 1.75830 1.83683 0.87815
H -2.04926 1.74794 2.59048
H -2.87551 2.32122 -0.65481
H -2.40229 0.04623 2.24819
H 1.05538 -2.70044 4.62765
H -3.22969 2.59106 1.05418
H 1.93806 2.05275 3.05990
H -3.80094 1.10655 0.25438
H 0.16430 1.37274 5.69425
H -1.46913 0.83482 5.34436
H 0.09110 -2.30872 6.08613
H 1.38868 -1.22050 5.56535
H -0.76773 2.10133 4.33639
*
```